(1)
The following is a DFT calculation (the ωB97M-V functional and the def2-TZVPD basis) of a cluster of 2 separate species, C4H11NS in total in a non-equilibrium geometry.

The LUMO energy comes out at 0.98 eV. For the HOMO-LUMO gap, the calculation gives 9.1 eV. As for the net charge: 0.

Each line ends with the Mulliken charge.
Element x y z (Å)
C -1.9873 1.5598 1.3760  -0.69
C -2.1163 0.8608 0.1556  0.20
N -3.1913 1.0342 -0.6996  -0.47
H -2.6382 2.5177 1.5771  0.18
H -1.1537 1.3696 2.0155  0.25
H -1.1646 0.4285 -0.3437  0.04
H -3.9710 1.5654 -0.3142  0.21
H -3.0471 1.2398 -1.6933  0.22
C 3.0698 -1.2779 -1.3994  -0.72
S 2.8593 -0.4672 0.1618  -0.11
C 1.2248 -1.1583 1.0337  -0.14
H 2.9870 -2.3237 -1.2779  0.26
H 2.2400 -0.8674 -2.0355  0.22
H 3.9833 -0.9551 -1.8956  0.29
H 0.5174 -0.6214 0.3830  -0.29
H 1.1436 -0.6514 1.9883  0.27
H 1.2443 -2.2531 0.9683  0.29

Cartesian forces, eV/Å:
C -1.6 0.2 -3.0
C 2.2 2.7 1.4
N -0.6 0.1 -0.4
H 1.0 -2.4 -0.2
H 0.3 0.0 0.2
H -2.0 0.0 1.2
H 0.4 -0.2 -0.1
H 0.2 -0.4 0.8
C -2.1 1.4 -1.1
S -0.2 0.4 2.5
C 1.4 1.4 -2.7
H 0.1 -1.2 -0.2
H 0.7 -0.9 0.1
H 0.2 -0.1 0.5
H -0.3 -1.1 0.3
H 0.5 -0.5 0.3
H -0.3 0.5 0.4

(2)
The following is a DFT calculation (the ωB97M-V functional and the def2-TZVPD basis) of an isolated molecule of C4H11NS2 in a non-equilibrium geometry.

The LUMO energy comes out at 0.69 eV. For the HOMO-LUMO gap, the calculation gives 9.3 eV. As for the net charge: 0.

Each line ends with the Mulliken charge.
Element x y z (Å)
C -3.2597 -0.4010 0.3520  -1.13
C -1.8834 0.2325 -0.1379  -0.28
S -0.8088 -1.2058 -0.5455  -0.14
S 0.5765 -0.2120 -1.7165  -0.10
C 1.3565 0.9208 -0.5286  -0.76
C 1.9937 0.0537 0.6392  -0.49
N 3.1658 -0.7419 0.2076  -0.61
H -3.0933 -1.3421 0.8226  0.37
H -3.6409 0.2757 1.0932  0.34
H -3.9445 -0.5100 -0.5205  0.28
H -1.9605 0.9764 -0.9439  0.39
H -1.3209 0.6301 0.7289  0.19
H 2.2445 1.3881 -0.9500  0.49
H 0.6153 1.7093 -0.1116  0.26
H 2.3583 0.7489 1.3985  0.32
H 1.1831 -0.5674 1.0609  0.32
H 3.4717 -0.2311 -0.7285  0.25
H 2.9466 -1.7243 -0.1196  0.29

Cartesian forces, eV/Å:
C 1.0 1.6 -1.7
C -0.3 -1.4 1.3
S 0.1 0.8 -0.9
S 0.0 0.1 -0.2
C -0.3 -0.5 2.2
C -0.6 0.2 -0.4
N 0.1 0.5 -3.1
H 0.1 -0.8 0.3
H -0.7 0.3 0.2
H 0.4 0.0 0.8
H 0.0 -0.5 0.2
H -0.7 0.4 -0.4
H -0.4 0.4 -0.7
H 1.3 -1.3 -0.8
H -0.2 0.0 0.1
H 0.6 0.1 0.0
H -0.4 -1.7 2.4
H -0.1 1.7 0.6

(3)
The following is a DFT calculation (the ωB97M-V functional and the def2-TZVPD basis) of an isolated molecule of C4H11NS2 in a non-equilibrium geometry.

The LUMO energy comes out at 0.43 eV. For the HOMO-LUMO gap, the calculation gives 8.9 eV. As for the net charge: 0.

Each line ends with the Mulliken charge.
Element x y z (Å)
C -0.2757 0.9430 -2.2291  -0.90
C 0.1426 -0.3629 -1.4233  -0.48
N 1.1696 0.1204 -0.3622  -0.41
C 0.5251 0.7949 0.7394  -0.81
C -0.8359 0.1989 1.0302  -0.62
S -0.8629 -1.5451 1.4846  -0.09
S 0.6470 -2.0029 2.8332  -0.20
H -1.1154 0.7768 -2.8636  0.35
H -0.5280 1.4818 -1.4044  0.21
H 0.6294 1.5327 -2.5925  0.31
H -0.6199 -1.0763 -1.0200  0.26
H 0.7352 -1.0111 -2.1206  0.40
H 1.6217 -0.7190 -0.0444  0.30
H 0.4972 1.9272 0.5787  0.29
H 1.1314 0.5202 1.6782  0.39
H -1.5494 0.3953 0.1713  0.35
H -1.1405 0.7392 1.8657  0.48
H -0.1716 -2.7129 3.6789  0.16

Cartesian forces, eV/Å:
C 2.2 -2.1 0.6
C 2.8 0.2 -1.4
N -1.3 -0.8 -2.1
C 1.1 -0.6 1.1
C -0.1 1.0 -0.5
S -0.5 -0.9 -0.8
S -0.4 -0.1 0.3
H -0.3 0.2 -0.8
H -1.6 2.4 1.9
H -1.2 -1.4 -0.2
H 0.2 1.2 -0.4
H -0.3 0.4 0.6
H 0.2 -0.2 0.3
H -0.1 -1.5 0.4
H -0.6 1.1 -1.2
H 0.6 -0.7 1.2
H -1.2 1.0 1.5
H 0.4 0.7 -0.4

(4)
The following is a DFT calculation (the ωB97M-V functional and the def2-TZVPD basis) of a cluster of 2 separate species, C4H11NSi2 in total in a non-equilibrium geometry.

The LUMO energy (spin up / spin down) comes out at -1.24 / -1.24 eV. For the HOMO-LUMO gap (spin up / spin down), the calculation gives 6.3 / 6.3 eV. As for the net charge: 0.

Each line ends with the Mulliken charge.
Element x y z (Å)
C 2.4707 1.1259 -0.8674  -0.59
C -0.0302 -2.5541 -0.4570  -0.65
C 1.9650 1.0885 0.3338  -0.11
C 0.9190 -1.6241 -0.3324  -0.14
N -1.4604 1.1584 0.7908  -0.46
Si -2.9472 0.7301 0.0407  0.23
Si 1.0247 -0.2763 1.0333  0.55
H 2.9334 2.0390 -1.2743  0.23
H 2.4429 0.3651 -1.5697  0.19
H 0.0164 -3.2545 -1.1959  0.32
H -0.8230 -2.4548 0.2221  0.21
H 2.3293 1.7943 1.1113  0.33
H 1.8224 -1.5941 -0.9491  0.23
H -0.8786 2.0529 0.6054  0.15
H -3.3397 0.7160 -1.3305  -0.16
H -4.1730 1.4756 0.8012  -0.11
H -2.9431 -0.5782 0.6157  -0.18
H 0.6716 -0.2097 2.4220  -0.03

Cartesian forces, eV/Å:
C 0.9 2.3 -1.0
C 1.4 2.7 1.4
C 1.1 0.2 3.0
C 0.7 0.3 1.5
N 3.3 1.4 -0.7
Si -0.1 1.2 3.1
Si -3.3 0.3 -2.9
H 0.2 -0.4 0.5
H -0.6 -1.5 -1.2
H -0.2 -1.9 -1.8
H -1.3 -0.5 0.6
H -0.7 0.3 -0.9
H -0.4 -0.3 -0.1
H -1.7 -1.8 0.2
H 0.0 0.1 -1.3
H 1.2 -0.6 -1.0
H -0.6 -1.4 -0.1
H 0.2 -0.5 0.7

(5)
The following is a DFT calculation (the ωB97M-V functional and the def2-TZVPD basis) of a structure of composition C4H11NiO3 in a non-equilibrium geometry.

The LUMO energy (spin up / spin down) comes out at 2.99 / 2.92 eV. For the HOMO-LUMO gap (spin up / spin down), the calculation gives 5.0 / 5.9 eV. As for the spin multiplicity: 3. As for the net charge: -1.

Each line ends with the Mulliken charge.
Element x y z (Å)
C -2.0496 1.1348 -0.0207  -0.72
O -0.5667 0.5699 -0.1537  -0.38
C -0.4318 -0.7986 0.1654  -0.44
C 0.9175 -1.2786 -0.3085  -0.44
O 1.8915 -0.3806 0.2004  -0.12
C 3.2281 -0.7763 -0.0519  -0.89
Ni 1.2181 1.6712 0.1042  0.07
H -1.9006 2.1561 -0.3953  0.21
H -2.6028 0.5184 -0.7446  0.21
H -2.2335 1.0299 1.0605  0.29
H -1.2143 -1.4057 -0.3198  0.33
H -0.5329 -0.9370 1.2562  0.30
H 0.9670 -1.2894 -1.4101  0.32
H 1.1086 -2.2977 0.0628  0.33
H 3.8824 0.0095 0.3431  0.27
H 3.4416 -1.7294 0.4539  0.26
H 3.4032 -0.8890 -1.1331  0.30
O -4.3012 1.9733 0.1452  -1.04
H -4.2244 2.7193 0.7462  0.14

Cartesian forces, eV/Å:
C 1.4 -0.3 -0.2
O -0.2 -0.1 -0.3
C -0.4 0.5 0.2
C 0.0 -0.1 -0.1
O 0.3 -0.2 0.2
C 0.0 0.1 -0.1
Ni -0.2 0.0 0.0
H -0.3 -0.6 0.5
H -0.1 0.3 0.8
H -0.4 0.1 -0.9
H 0.1 0.2 0.0
H 0.1 -0.1 -0.2
H 0.0 0.0 0.2
H 0.0 0.1 0.0
H -0.2 -0.2 -0.1
H 0.0 0.1 -0.1
H 0.0 0.0 0.2
O 0.0 -0.2 -0.1
H -0.1 0.1 0.1

(6)
The following is a DFT calculation (the ωB97M-V functional and the def2-TZVPD basis) of a structure of composition C4H11O2Tl in a non-equilibrium geometry.

The LUMO energy (spin up / spin down) comes out at -4.70 / -4.73 eV. For the HOMO-LUMO gap (spin up / spin down), the calculation gives 7.7 / 8.8 eV. As for the spin multiplicity: 2. As for the net charge: +1.

Each line ends with the Mulliken charge.
Element x y z (Å)
H 0.7218 -2.4694 0.3942  0.15
O 1.1811 -3.3156 0.2498  -0.40
C 1.3547 -3.5035 -1.1375  -0.48
H 1.8208 -2.6216 -1.6076  0.24
H 2.0139 -4.3701 -1.2770  0.23
H 0.3994 -3.6992 -1.6522  0.25
C -1.8426 2.3925 1.6220  -0.64
O -0.9592 1.4984 0.9597  -0.23
C -0.1604 2.0398 -0.0335  -0.07
C 0.6815 1.0189 -0.7060  -1.06
Tl -1.2450 -0.6898 1.0598  0.71
H -2.4701 1.7732 2.2751  0.26
H -1.2491 3.1125 2.2015  0.30
H -2.4783 2.9295 0.9039  0.34
H 1.2724 1.9890 -1.0857  0.30
H -0.6345 2.8627 -0.5787  0.33
H 1.4379 0.5504 -0.0585  0.44
H 0.1555 0.5023 -1.5293  0.33

Cartesian forces, eV/Å:
H 0.4 -0.7 -0.2
O -0.4 0.6 0.6
C 0.1 0.0 -0.8
H 0.0 -0.3 0.1
H -0.2 0.3 0.1
H 0.2 0.0 0.1
C -0.4 0.7 0.5
O 0.0 1.6 0.0
C -0.9 -0.9 0.5
C 1.4 4.3 -0.7
Tl -0.4 -2.0 0.2
H 0.1 0.3 0.0
H -0.3 -0.2 -0.1
H 0.2 -0.2 0.1
H -0.1 -2.7 -0.6
H 0.3 -0.2 0.2
H -0.6 -0.4 -0.3
H 0.7 -0.1 0.3

Repeat the third record exactly.
The following is a DFT calculation (the ωB97M-V functional and the def2-TZVPD basis) of an isolated molecule of C4H11NS2 in a non-equilibrium geometry.

The LUMO energy comes out at 0.43 eV. For the HOMO-LUMO gap, the calculation gives 8.9 eV. As for the net charge: 0.

Each line ends with the Mulliken charge.
Element x y z (Å)
C -0.2757 0.9430 -2.2291  -0.90
C 0.1426 -0.3629 -1.4233  -0.48
N 1.1696 0.1204 -0.3622  -0.41
C 0.5251 0.7949 0.7394  -0.81
C -0.8359 0.1989 1.0302  -0.62
S -0.8629 -1.5451 1.4846  -0.09
S 0.6470 -2.0029 2.8332  -0.20
H -1.1154 0.7768 -2.8636  0.35
H -0.5280 1.4818 -1.4044  0.21
H 0.6294 1.5327 -2.5925  0.31
H -0.6199 -1.0763 -1.0200  0.26
H 0.7352 -1.0111 -2.1206  0.40
H 1.6217 -0.7190 -0.0444  0.30
H 0.4972 1.9272 0.5787  0.29
H 1.1314 0.5202 1.6782  0.39
H -1.5494 0.3953 0.1713  0.35
H -1.1405 0.7392 1.8657  0.48
H -0.1716 -2.7129 3.6789  0.16

Cartesian forces, eV/Å:
C 2.2 -2.1 0.6
C 2.8 0.2 -1.4
N -1.3 -0.8 -2.1
C 1.1 -0.6 1.1
C -0.1 1.0 -0.5
S -0.5 -0.9 -0.8
S -0.4 -0.1 0.3
H -0.3 0.2 -0.8
H -1.6 2.4 1.9
H -1.2 -1.4 -0.2
H 0.2 1.2 -0.4
H -0.3 0.4 0.6
H 0.2 -0.2 0.3
H -0.1 -1.5 0.4
H -0.6 1.1 -1.2
H 0.6 -0.7 1.2
H -1.2 1.0 1.5
H 0.4 0.7 -0.4

Repeat the third record exactly.
The following is a DFT calculation (the ωB97M-V functional and the def2-TZVPD basis) of an isolated molecule of C4H11NS2 in a non-equilibrium geometry.

The LUMO energy comes out at 0.43 eV. For the HOMO-LUMO gap, the calculation gives 8.9 eV. As for the net charge: 0.

Each line ends with the Mulliken charge.
Element x y z (Å)
C -0.2757 0.9430 -2.2291  -0.90
C 0.1426 -0.3629 -1.4233  -0.48
N 1.1696 0.1204 -0.3622  -0.41
C 0.5251 0.7949 0.7394  -0.81
C -0.8359 0.1989 1.0302  -0.62
S -0.8629 -1.5451 1.4846  -0.09
S 0.6470 -2.0029 2.8332  -0.20
H -1.1154 0.7768 -2.8636  0.35
H -0.5280 1.4818 -1.4044  0.21
H 0.6294 1.5327 -2.5925  0.31
H -0.6199 -1.0763 -1.0200  0.26
H 0.7352 -1.0111 -2.1206  0.40
H 1.6217 -0.7190 -0.0444  0.30
H 0.4972 1.9272 0.5787  0.29
H 1.1314 0.5202 1.6782  0.39
H -1.5494 0.3953 0.1713  0.35
H -1.1405 0.7392 1.8657  0.48
H -0.1716 -2.7129 3.6789  0.16

Cartesian forces, eV/Å:
C 2.2 -2.1 0.6
C 2.8 0.2 -1.4
N -1.3 -0.8 -2.1
C 1.1 -0.6 1.1
C -0.1 1.0 -0.5
S -0.5 -0.9 -0.8
S -0.4 -0.1 0.3
H -0.3 0.2 -0.8
H -1.6 2.4 1.9
H -1.2 -1.4 -0.2
H 0.2 1.2 -0.4
H -0.3 0.4 0.6
H 0.2 -0.2 0.3
H -0.1 -1.5 0.4
H -0.6 1.1 -1.2
H 0.6 -0.7 1.2
H -1.2 1.0 1.5
H 0.4 0.7 -0.4